Entry 1:
C14H71BF4NO26P2 | ωB97M-V/def2-TZVPD

Bonds (Å) are listed after each position.
Geometry (Å):
1 P -0.82 -2.16 0.41  P2 2.174, C42 1.927, H67 1.440
2 P -2.37 -2.89 1.74  P1 2.174, O11 1.687, O19 1.532, O20 1.715
3 F -3.52 -2.63 -1.53  C37 1.390
4 F -1.55 -3.17 -2.47  C37 1.432
5 F -3.44 -2.25 -4.29  C43 1.447
6 F -3.82 -0.38 -3.07  C43 1.393
7 O 4.45 2.45 1.27  H62 0.964, H100 0.965
8 O 5.71 4.60 -0.03  H84 0.964, H113 0.963
9 O 0.17 0.25 -0.48  C40 1.440, B48 1.501
10 O -2.18 0.07 -0.71  C42 1.441, B48 1.512
11 O -3.35 -1.70 2.42  P2 1.687, H89 0.984
12 O -1.32 -3.47 -7.90  H60 0.964, H90 0.968
13 O -0.37 -2.21 -4.89  H59 0.965, H61 0.963
14 O -5.80 -3.82 3.78  H73 0.966, H93 0.965
15 O -4.17 7.23 -2.15  H71 0.963, H118 0.965
16 O 4.43 -3.06 1.33  H55 0.963, H97 0.970
17 O -2.34 -4.98 -5.23  H53 0.967, H115 0.966
18 O -0.06 0.53 -6.10  H68 0.962, H82 0.963
19 O -3.25 -4.00 1.16  P2 1.532
20 O -1.55 -3.60 3.07  P2 1.715, H64 0.988
21 O -1.66 2.03 5.84  H63 0.964, H80 0.964
22 O -4.00 4.04 -1.86  H57 0.965, H91 0.965
23 O 2.40 -4.80 2.36  H79 0.967, H85 0.963
24 O 3.11 2.03 4.74  H54 0.964, H116 0.965
25 O 6.68 -0.95 1.16  H102 0.966, H106 0.964
26 O -2.20 -6.62 2.35  H65 0.962, H66 0.972
27 O -5.11 -1.90 5.44  H105 0.961, H111 0.962
28 O -3.96 -2.63 -9.77  H81 0.966, H83 0.963
29 O -0.68 6.93 2.85  H88 0.964, H94 0.964
30 O 0.45 -5.52 0.22  H70 0.964, H114 0.966
31 O 0.48 -1.37 3.10  H77 0.967, H101 0.966
32 O 3.37 5.05 4.71  H92 0.964, H117 0.964
33 N 0.91 -1.43 -2.06  C35 1.495, C40 1.473, H75 1.031
34 C 1.34 3.04 0.48  C36 1.585, C38 1.620, H56 1.126, H108 1.144
35 C 2.12 -0.67 -2.50  N33 1.495, C46 1.595, H72 1.145, H86 1.142
36 C -0.09 3.50 -0.01  C34 1.585, C47 1.592, H107 1.146, H109 1.127
37 C -2.37 -2.07 -2.08  F3 1.390, F4 1.432, C42 1.581, C43 1.602
38 C 1.91 3.96 1.69  C34 1.620, C45 1.588, H74 1.155, H119 1.134
39 C 4.59 -0.92 -1.50  C46 1.590, H51 1.147, H103 1.143, H112 1.134
40 C -0.17 -0.52 -1.65  O9 1.440, N33 1.473, C42 1.636, H49 1.137
41 C 0.55 2.67 3.62  C45 1.603, H50 1.135, H87 1.136, H104 1.130
42 C -1.55 -1.17 -1.07  P1 1.927, O10 1.441, C37 1.581, C40 1.636
43 C -2.81 -1.29 -3.41  F5 1.447, F6 1.393, C37 1.602, H58 1.127
44 C -1.53 1.05 1.44  B48 1.662, H52 1.129, H99 1.130, H110 1.143
45 C 0.92 4.07 2.92  C38 1.588, C41 1.603, H95 1.154, H96 1.136
46 C 3.11 -0.36 -1.29  C35 1.595, C39 1.590, H69 1.140, H76 1.137
47 C -0.86 2.42 -0.90  C36 1.592, B48 1.640, H78 1.149, H98 1.145
48 B -1.10 0.98 -0.16  O9 1.501, O10 1.512, C44 1.662, C47 1.640
49 H -0.38 0.22 -2.48  C40 1.137
50 H 0.92 2.63 4.69  C41 1.135
51 H 4.99 -1.34 -0.51  C39 1.147
52 H -1.52 2.10 1.86  C44 1.129
53 H -3.02 -4.30 -5.33  O17 0.967
54 H 3.53 2.47 5.49  O24 0.964
55 H 5.31 -3.39 1.16  O16 0.963
56 H 1.40 1.98 0.87  C34 1.126
57 H -4.53 3.33 -1.48  O22 0.965
58 H -1.94 -0.81 -3.93  C43 1.127
59 H -0.31 -2.10 -5.85  O13 0.965
60 H -0.99 -4.22 -8.40  O12 0.964
61 H -0.93 -2.98 -4.78  O13 0.963
62 H 4.46 2.69 0.33  O7 0.964
63 H -2.08 1.25 5.46  O21 0.964
64 H -0.62 -3.28 3.02  O20 0.988
65 H -3.04 -7.10 2.35  O26 0.962
66 H -2.46 -5.70 2.20  O26 0.972
67 H -0.14 -3.28 -0.20  P1 1.440
68 H 0.28 -0.22 -6.61  O18 0.962
69 H 3.15 0.77 -1.15  C46 1.140
70 H 0.50 -5.41 -0.74  O30 0.964
71 H -3.39 7.60 -2.58  O15 0.963
72 H 1.81 0.28 -3.07  C35 1.145
73 H -5.77 -3.59 2.84  O14 0.966
74 H 2.85 3.43 2.09  C38 1.155
75 H 0.56 -1.89 -2.92  N33 1.031
76 H 2.72 -0.79 -0.31  C46 1.137
77 H 1.02 -1.09 2.35  O31 0.967
78 H -1.90 2.85 -1.11  C47 1.149
79 H 1.83 -4.35 1.72  O23 0.967
80 H -1.81 1.95 6.78  O21 0.964
81 H -3.03 -2.87 -9.62  O28 0.966
82 H -0.54 0.12 -5.37  O18 0.963
83 H -4.21 -2.17 -8.96  O28 0.963
84 H 5.03 5.28 -0.09  O8 0.964
85 H 1.85 -5.51 2.71  O23 0.963
86 H 2.66 -1.33 -3.24  C35 1.142
87 H -0.58 2.64 3.69  C41 1.136
88 H -0.87 7.70 3.40  O29 0.964
89 H -3.11 -1.65 3.37  O11 0.984
90 H -1.80 -3.87 -7.17  O12 0.968
91 H -4.60 4.47 -2.47  O22 0.965
92 H 2.92 5.90 4.77  O32 0.964
93 H -4.95 -4.25 3.94  O14 0.965
94 H -1.14 7.12 2.02  O29 0.964
95 H 1.43 4.74 3.72  C45 1.154
96 H -0.04 4.62 2.67  C45 1.136
97 H 3.92 -3.84 1.59  O16 0.970
98 H -0.37 2.33 -1.93  C47 1.145
99 H -0.94 0.35 2.10  C44 1.130
100 H 5.29 2.00 1.40  O7 0.965
101 H 0.87 -0.91 3.86  O31 0.966
102 H 6.18 -1.73 1.42  O25 0.966
103 H 4.63 -1.75 -2.29  C39 1.143
104 H 0.99 1.76 3.11  C41 1.130
105 H -5.65 -2.69 5.55  O27 0.961
106 H 7.57 -1.28 0.99  O25 0.964
107 H 0.08 4.41 -0.69  C36 1.146
108 H 2.12 3.16 -0.35  C34 1.144
109 H -0.79 3.85 0.80  C36 1.127
110 H -2.62 0.70 1.51  C44 1.143
111 H -5.06 -1.80 4.48  O27 0.962
112 H 5.34 -0.14 -1.86  C39 1.134
113 H 6.18 4.81 0.79  O8 0.963
114 H -0.11 -6.29 0.34  O30 0.966
115 H -1.90 -4.75 -4.40  O17 0.966
116 H 3.62 2.30 3.98  O24 0.965
117 H 4.15 5.24 4.18  O32 0.964
118 H -3.96 6.30 -2.02  O15 0.965
119 H 2.25 4.96 1.28  C38 1.134

Summary:
Charge: -1
HOMO-LUMO gap, eV: 6.4884
Relative energy (zero: lowest compared OMol25 entry of this formula, charge and spin), kJ/mol: 193.6

***

Entry 2:
CH20O9 | ωB97M-V/def2-TZVPD

Bonds (Å) are listed after each position.
Geometry (Å):
1 O 3.14 0.19 -1.24  H13 0.963, H16 0.967
2 O -3.41 2.44 -1.42  H11 0.963, H29 0.964
3 O -1.63 -2.30 -1.13  H12 0.961, H22 0.973
4 O 1.72 -2.26 1.34  H19 1.077, H23 0.973, H24 0.976
5 O 1.03 0.12 -3.92  H27 0.963, H30 0.962
6 O -1.49 4.42 -0.01  H14 0.962, H26 0.964
7 O -0.15 -0.58 0.85  C10 1.383
8 O -1.37 -2.51 2.82  H17 0.970, H21 0.961
9 O 1.08 -0.39 3.61  H18 0.967, H28 0.962
10 C -0.06 0.64 0.20  O7 1.383, H15 1.105, H20 1.102, H25 1.098
11 H -3.35 1.49 -1.28  O2 0.963
12 H -1.06 -2.74 -1.76  O3 0.961
13 H 2.72 0.56 -0.45  O1 0.963
14 H -0.90 5.18 -0.09  O6 0.962
15 H 0.89 1.15 0.43  C10 1.105
16 H 2.66 0.59 -1.97  O1 0.967
17 H -1.11 -1.75 2.29  O8 0.970
18 H 0.50 -0.07 2.91  O9 0.967
19 H 0.87 -1.62 1.16  O4 1.077
20 H -0.08 0.48 -0.89  C10 1.102
21 H -1.25 -3.27 2.24  O8 0.961
22 H -1.06 -1.67 -0.66  O3 0.973
23 H 1.38 -3.17 1.42  O4 0.973
24 H 2.26 -2.19 0.53  O4 0.976
25 H -0.88 1.33 0.45  C10 1.098
26 H -0.89 3.66 0.02  O6 0.964
27 H 0.13 0.40 -3.72  O5 0.963
28 H 1.95 -0.09 3.35  O9 0.962
29 H -2.60 2.79 -1.03  O2 0.964
30 H 0.96 -0.83 -4.08  O5 0.962

Summary:
HOMO-LUMO gap, eV: 8.7810
Relative energy (zero: lowest compared OMol25 entry of this formula, charge and spin), kJ/mol: 288.1

***

Entry 3:
C7H5NO3S | ωB97M-V/def2-TZVPD

Bonds (Å) are listed after each position.
Geometry (Å):
1 S 2.36 0.46 -2.06  C12 1.600
2 O 0.77 -2.64 0.09  N5 1.164
3 O 0.43 -3.72 -1.69  N5 1.174
4 O 0.98 -1.60 -1.88  N5 1.452, C12 1.333
5 N 0.68 -2.76 -1.06  O2 1.164, O3 1.174, O4 1.452
6 C 0.05 1.97 1.25  C7 1.420, C11 1.381, H14 1.061
7 C -1.32 1.61 1.40  C6 1.420, C9 1.410, H17 1.113
8 C 0.38 0.08 -0.30  C10 1.419, C11 1.454, C12 1.432
9 C -1.80 0.44 0.79  C7 1.410, C10 1.406, H16 1.088
10 C -0.96 -0.33 -0.03  C8 1.419, C9 1.406, H15 1.037
11 C 0.89 1.16 0.52  C6 1.381, C8 1.454, H13 1.127
12 C 1.23 -0.41 -1.34  S1 1.600, O4 1.333, C8 1.432
13 H 1.96 1.34 0.20  C11 1.127
14 H 0.24 2.86 1.81  C6 1.061
15 H -1.37 -0.91 -0.78  C10 1.037
16 H -2.77 0.02 1.05  C9 1.088
17 H -1.75 2.41 2.04  C7 1.113

Summary:
HOMO-LUMO gap (spin up / spin down), eV: 7.9287 / 7.9292
Relative energy (zero: lowest compared OMol25 entry of this formula, charge and spin), kJ/mol: 551.0
SMILES: O=[N+]([O-])OC(=S)c1ccccc1

***

Entry 4:
C17H40NS | ωB97M-V/def2-TZVPD

Bonds (Å) are listed after each position.
Geometry (Å):
1 S 0.19 -8.06 0.77  C15 1.837, H29 1.382
2 N 3.79 -5.54 0.34  C10 1.494, C11 1.508, H32 1.025, H44 1.026
3 C -1.25 -2.11 -0.33  C6 1.524, C13 1.529, H21 1.092, H37 1.096
4 C 1.43 -5.53 1.35  C11 1.562, C15 1.565, H38 1.124, H53 1.111
5 C -1.67 5.80 0.14  C16 1.531, C17 1.529, H24 1.095, H48 1.096
6 C -1.81 -2.64 0.98  C3 1.524, H25 1.094, H41 1.091, H59 1.092
7 C 5.59 -7.11 1.21  C10 1.388, H36 1.113, H51 1.105
8 C -0.17 0.01 0.67  C9 1.529, C13 1.531, H40 1.095, H56 1.094
9 C -1.23 0.98 0.14  C8 1.529, C19 1.524, H22 1.094, H43 1.094
10 C 5.03 -6.36 0.18  N2 1.494, C7 1.388, H27 1.104
11 C 2.83 -6.21 1.29  N2 1.508, C4 1.562, H31 1.115, H49 1.106
12 C -1.58 8.15 1.13  C17 1.524, H33 1.092, H39 1.092, H57 1.092
13 C 0.01 -1.26 -0.16  C3 1.529, C8 1.531, H35 1.094, H55 1.098
14 C -1.36 6.60 -2.30  C16 1.529, C18 1.524, H20 1.094, H28 1.094
15 C 0.31 -6.25 0.52  S1 1.837, C4 1.565, H30 1.115, H46 1.115
16 C -0.71 6.05 -1.03  C5 1.531, C14 1.529, H23 1.096, H45 1.094
17 C -2.46 7.02 0.60  C5 1.529, C12 1.524, H47 1.093, H52 1.094
18 C -2.39 5.65 -2.90  C14 1.524, H26 1.092, H34 1.093, H58 1.092
19 C -0.91 1.52 -1.25  C9 1.524, H42 1.093, H50 1.092, H54 1.092
20 H -1.83 7.57 -2.10  C14 1.094
21 H -2.02 -1.54 -0.85  C3 1.092
22 H -2.21 0.50 0.13  C9 1.094
23 H -0.21 5.11 -1.27  C16 1.096
24 H -2.37 5.00 -0.13  C5 1.095
25 H -1.06 -3.25 1.50  C6 1.094
26 H -3.23 5.47 -2.22  C18 1.092
27 H 5.50 -6.39 -0.82  C10 1.104
28 H -0.58 6.78 -3.04  C14 1.094
29 H 1.05 -8.55 -0.19  S1 1.382
30 H -0.66 -5.82 0.86  C15 1.115
31 H 3.28 -6.10 2.30  C11 1.115
32 H 4.06 -4.61 0.66  N2 1.025
33 H -0.91 8.53 0.36  C12 1.092
34 H -1.93 4.69 -3.15  C18 1.093
35 H 0.40 -1.01 -1.15  C13 1.094
36 H 4.97 -7.91 1.66  C7 1.113
37 H -1.01 -2.96 -0.98  C3 1.096
38 H 1.55 -4.51 0.90  C4 1.124
39 H -0.98 7.81 1.97  C12 1.092
40 H 0.79 0.53 0.72  C8 1.095
41 H -2.10 -1.83 1.65  C6 1.091
42 H 0.05 2.05 -1.25  C19 1.093
43 H -1.30 1.82 0.83  C9 1.094
44 H 3.34 -5.41 -0.58  N2 1.026
45 H 0.08 6.74 -0.71  C16 1.094
46 H 0.36 -6.00 -0.57  C15 1.115
47 H -3.09 7.40 -0.21  C17 1.093
48 H -1.09 5.42 0.99  C5 1.096
49 H 2.82 -7.30 1.07  C11 1.106
50 H -0.87 0.73 -2.00  C19 1.092
51 H 6.61 -6.97 1.60  C7 1.105
52 H -3.15 6.71 1.40  C17 1.094
53 H 1.13 -5.34 2.40  C4 1.111
54 H -1.68 2.23 -1.56  C19 1.092
55 H 0.79 -1.88 0.32  C13 1.098
56 H -0.42 -0.25 1.70  C8 1.094
57 H -2.20 8.98 1.47  C12 1.092
58 H -2.80 6.07 -3.82  C18 1.092
59 H -2.69 -3.26 0.80  C6 1.092

Summary:
Charge: +1
HOMO-LUMO gap, eV: 7.3110

***

Number 1: strongest force on any atom 4.11 eV/A. Number 2: strongest force on any atom 2.82 eV/A. Number 3: strongest force on any atom 4.27 eV/A. Number 4: strongest force on any atom 2.45 eV/A.